2 unconnected molecules or ions with the total composition C2H9N4O. Source: the OMol25 dataset; level of theory: ωB97M-V/def2-TZVPD.

Last column: Mulliken charge in e.
Cartesian coordinates (Å):
C: -0.77213 -1.91846 0.00630  -0.12
C: -0.87337 0.31967 -0.98518  0.79
N: -1.24813 -0.83931 -0.47874  -0.25
N: -0.12850 0.42596 -2.12333  -0.42
N: -2.01642 1.05739 0.87460  -0.37
N: 1.70356 -0.12193 0.57383  -0.73
O: -1.43556 1.40624 -0.45354  -0.24
H: -1.50550 -2.81469 0.21166  0.28
H: 0.30950 -1.85312 0.23229  0.25
H: 0.28658 1.28686 -2.32346  0.28
H: 0.50124 -0.45655 -2.21455  0.31
H: -1.28811 1.42084 1.43416  0.25
H: -2.85920 1.47475 1.07484  0.25
H: 1.94143 -0.84423 1.19009  0.27
H: 2.53029 -0.19286 -0.02537  0.23
H: 1.76460 0.71594 1.03562  0.23

Charge: +1
LUMO level in Eh: -0.1569
Largest force on an atom in eV Å⁻¹: 4.44
HOMO energy in eV: -14.6713
Energy in eV: -10218.3569
Relative energy (zero: lowest compared OMol25 entry of this formula, charge and spin) in eV: 4.893
HOMO-LUMO gap in Eh: 0.382
Molar mass in u: 105.12

=====

A single C2H9N4P molecule. Source: the OMol25 dataset; level of theory: ωB97M-V/def2-TZVPD.

Last column: Mulliken charge in e.
Cartesian coordinates (Å):
C: -1.26347 -1.12686 -0.02443  -0.61
C: -1.51922 0.39891 0.16087  -0.46
N: 2.28254 0.31786 -1.15084  -0.75
N: 0.23538 -1.32585 -0.14689  -0.39
N: -0.51024 1.08399 -0.67909  -0.46
N: 1.29317 0.64990 1.51907  -0.74
P: 0.93126 0.19982 -0.40140  0.71
H: -1.78888 -1.55993 0.77628  0.34
H: -1.77036 -1.67875 -0.90813  0.28
H: -2.54094 0.43939 -0.24753  0.34
H: -1.50259 0.51165 1.18341  0.37
H: 2.28308 0.86325 -2.01437  0.24
H: 0.28136 -1.86199 -0.98667  0.32
H: -0.24939 2.06151 -0.59463  0.29
H: 1.72336 -0.17451 1.98283  0.24
H: 2.11494 1.20163 1.53150  0.28

LUMO level in Eh: 0.0341
Largest force on an atom in eV Å⁻¹: 4.24
HOMO energy in eV: -8.9318
SMILES: N=P1(N)NCCN1
Energy in eV: -17468.6026
Relative energy (zero: lowest compared OMol25 entry of this formula, charge and spin) in eV: 0.583
HOMO-LUMO gap in Eh: 0.362
Molar mass in u: 120.10

=====

Copy entry 2 word for word.
A single C2H9N4P molecule. Source: the OMol25 dataset; level of theory: ωB97M-V/def2-TZVPD.

Last column: Mulliken charge in e.
Cartesian coordinates (Å):
C: -1.26347 -1.12686 -0.02443  -0.61
C: -1.51922 0.39891 0.16087  -0.46
N: 2.28254 0.31786 -1.15084  -0.75
N: 0.23538 -1.32585 -0.14689  -0.39
N: -0.51024 1.08399 -0.67909  -0.46
N: 1.29317 0.64990 1.51907  -0.74
P: 0.93126 0.19982 -0.40140  0.71
H: -1.78888 -1.55993 0.77628  0.34
H: -1.77036 -1.67875 -0.90813  0.28
H: -2.54094 0.43939 -0.24753  0.34
H: -1.50259 0.51165 1.18341  0.37
H: 2.28308 0.86325 -2.01437  0.24
H: 0.28136 -1.86199 -0.98667  0.32
H: -0.24939 2.06151 -0.59463  0.29
H: 1.72336 -0.17451 1.98283  0.24
H: 2.11494 1.20163 1.53150  0.28

LUMO level in Eh: 0.0341
Largest force on an atom in eV Å⁻¹: 4.24
HOMO energy in eV: -8.9318
SMILES: N=P1(N)NCCN1
Energy in eV: -17468.6026
Relative energy (zero: lowest compared OMol25 entry of this formula, charge and spin) in eV: 0.583
HOMO-LUMO gap in Eh: 0.362
Molar mass in u: 120.10

=====

Question: What is the formula in the first record?
Answer: C2H9N4O

=====

Question: Among the records above, which one has the highest HOMO energy?
Answer: C2H9N4P

=====

Question: Which value of LUMO level does entry 2 give?
Answer: 0.0341 Eh